No. 1
Density functional theory data (ωB97M-V/def2-TZVPD) for 2 unconnected molecules or ions with the total composition C39H43BF6N2O4S at a distorted geometry.

Positions of all 96 atoms, in Å:
C: 5.40173 -1.31086 -4.16938
C: 3.94193 -1.37929 -3.89757
C: 2.94839 -0.86171 -4.72091
C: 1.63580 -1.03224 -4.24475
C: 1.48313 -1.57470 -2.94790
B: 0.00819 2.55500 -0.47010
C: 0.43463 -2.51948 -2.68938
C: 0.71499 -3.65140 -1.90481
C: 0.07424 -4.83148 -2.19149
C: 0.50617 -6.08497 -1.49316
F: 0.36678 -7.19960 -2.26794
F: 1.81736 -6.03070 -1.10198
F: -0.23623 -6.29214 -0.35597
C: -0.95907 -4.89159 -3.12945
C: -1.34542 -3.72588 -3.77626
C: -2.34225 -3.81009 -4.90508
F: -3.27019 -2.80550 -4.86006
F: -1.70291 -3.72436 -6.12340
F: -3.02072 -4.99956 -4.90453
C: -0.74388 -2.50791 -3.48067
O: 1.29495 2.43341 0.01275
C: 2.26959 2.11663 -1.01176
C: 2.04464 3.06722 -2.18028
C: 1.95445 4.54541 -1.70312
C: 3.13166 3.06267 -3.23672
C: 0.69480 2.60990 -2.77535
O: -0.32058 2.94876 -1.77041
S: 3.18655 -1.94277 -2.44090
H: 5.58841 -0.92477 -5.17918
H: 5.91484 -0.63859 -3.47089
H: 5.91313 -2.27895 -4.09539
H: 3.20261 -0.40118 -5.67304
H: 0.77989 -0.89405 -4.90129
H: 1.56502 -3.67470 -1.22850
H: -1.42912 -5.83084 -3.35989
H: -1.03051 -1.61272 -4.02142
H: 3.26538 2.24234 -0.56940
H: 2.18134 1.02953 -1.28589
H: 1.71559 5.17543 -2.57123
H: 1.18727 4.70872 -0.93866
H: 2.92434 4.83544 -1.28776
H: 2.83006 3.75493 -4.03830
H: 4.05331 3.44916 -2.80294
H: 3.32484 2.07708 -3.67914
H: 0.48196 3.14090 -3.71326
H: 0.65477 1.49608 -2.89862
C: -0.85258 7.02977 3.00663
C: -0.74997 5.55074 2.63421
N: -1.71911 5.03624 1.66792
C: -1.59862 3.69944 1.30766
C: -2.38305 3.08383 0.29367
C: -2.07234 1.80732 -0.17286
C: -0.83068 1.18463 0.23978
C: -0.39450 -0.21599 -0.30900
C: -0.73176 -1.21537 0.68679
C: -1.78821 -1.08791 1.66321
C: -1.80284 -1.75952 2.85267
C: -0.87580 -2.80298 3.11384
N: -0.92287 -3.50443 4.29209
C: -0.07223 -4.68233 4.41426
C: -0.30079 -5.48140 5.70226
O: -0.64253 -4.63787 6.80673
C: -1.87304 -3.95302 6.56936
C: -1.79832 -3.03126 5.35142
C: 0.08589 -3.05046 2.11815
C: 0.12898 -2.32828 0.94396
C: -0.48251 1.55207 1.62755
C: -0.73765 2.83542 2.04361
C: -2.78651 5.89801 1.12225
C: -2.86920 7.25311 1.83067
O: -1.57878 7.81281 2.06718
H: -1.31824 7.12127 4.00702
H: 0.14865 7.47469 3.02996
H: 0.27558 5.39256 2.25354
H: -0.86252 5.00313 3.58089
H: -3.19102 3.64092 -0.15518
H: -2.63118 1.28550 -0.92612
H: -0.41944 -0.36787 -1.37390
H: -2.58237 -0.34181 1.52262
H: -2.52348 -1.47249 3.61275
H: -0.26338 -5.36203 3.56441
H: 0.99635 -4.39319 4.37849
H: -1.09366 -6.23842 5.50569
H: 0.64220 -5.96049 6.00583
H: -2.70917 -4.67082 6.41282
H: -2.02953 -3.35238 7.47767
H: -1.47535 -2.03569 5.70179
H: -2.82381 -2.94343 4.97321
H: 0.85856 -3.80039 2.27912
H: 0.92922 -2.51254 0.24778
H: 0.02168 0.86061 2.30880
H: -0.22366 3.21763 2.91932
H: -2.62185 6.08817 0.04166
H: -3.76453 5.40258 1.24038
H: -3.34980 8.00380 1.19401
H: -3.43208 7.15152 2.77879

HOMO energy in Eh: -0.182
ΔE to the lowest compared entry with this formula, charge and spin in kJ/mol: 239.57
Frontier orbital gap in hartree: 0.1610
Total charge: 0
LUMO energy in eV: -0.57
Molar mass in g mol⁻¹: 760.65

Here are the Mulliken charges for atoms 1 to 6, given in e:
1 C -1.398
2 C 0.662
3 C -0.792
4 C -0.969
5 C 1.723
6 B 0.867

=====

No. 2
Density functional theory data (ωB97M-V/def2-TZVPD) for a molecular structure, C5H6GaLiO4 at a distorted geometry.

Positions of all 17 atoms, in Å:
O: -1.05933 -0.79185 3.02132
C: -1.65303 0.17969 2.45433
O: -2.39010 0.96286 3.04744
O: -1.34935 0.33344 1.13763
C: -0.87902 1.55928 0.71192
C: -1.27118 1.89638 -0.68469
Li: -2.10289 -0.12234 4.71206
H: -1.10945 2.35951 1.42606
H: -2.36690 1.99714 -0.70746
H: -0.89286 2.89488 -0.93491
H: 0.18346 1.45782 0.07434
Ga: 0.22236 -1.86455 2.36271
C: -1.01650 0.78000 -2.02691
C: -1.34043 1.27991 -3.29199
O: -1.61892 1.69189 -4.30456
H: 0.06051 0.55118 -2.01494
H: -1.59394 -0.14024 -1.85237

HOMO energy (alpha / beta) in Eh: -0.781 / -0.781
ΔE to the lowest compared entry with this formula, charge and spin in kJ/mol: 0.00
Frontier orbital gap (alpha / beta) in hartree: 0.3068 / 0.1431
2S+1: 2
⟨S²⟩: 0.753
Total charge: +3
LUMO energy (alpha / beta) in eV: -12.92 / -17.37
Molar mass in g mol⁻¹: 206.76

Here are the Mulliken charges for atoms 1 to 6, given in e:
1 O -0.383
2 C 1.103
3 O -0.607
4 O -0.321
5 C -0.274
6 C -1.007

=====

No. 3
Density functional theory data (ωB97M-V/def2-TZVPD) for 5 unconnected molecules or ions with the total composition C22H57N3O10 at a distorted geometry.

Positions of all 92 atoms, in Å:
C: 1.99295 5.03880 1.87214
O: 1.37295 3.73780 1.60414
C: 0.17195 3.48380 2.27514
C: -0.02505 1.93980 2.28614
N: -1.31205 1.55380 2.71114
C: -1.91105 1.98480 3.93014
C: -1.14205 1.59180 5.19814
O: -1.89305 1.98580 6.26714
C: -1.24005 2.06180 7.48214
H: 2.09595 5.52580 2.88814
H: 1.37195 5.82180 1.47414
H: 2.97795 5.28180 1.35014
H: -0.49305 4.12080 1.62314
H: 0.04695 3.90880 3.26614
H: 0.89995 1.59080 2.78714
H: 0.28495 1.55580 1.33414
H: -1.99005 1.68680 1.93514
H: -2.83505 1.53480 4.04114
H: -2.06005 3.01880 3.95814
H: -0.10505 1.96580 5.14514
H: -1.07105 0.48980 5.20514
H: -0.43705 2.80380 7.57114
H: -0.81805 1.11980 7.66014
H: -1.95405 2.26380 8.25914
C: -4.62905 1.15980 0.22214
O: -3.36805 1.63680 0.58114
C: -2.33505 1.45480 -0.41486
C: -1.96105 0.01480 -0.41586
N: -0.85205 -0.07620 -1.41886
C: -0.35305 -1.47920 -1.62186
C: 0.49895 -1.73320 -2.93886
O: 0.45395 -3.10620 -3.19886
C: 1.24595 -3.53720 -4.27086
H: -5.38605 1.30380 1.03014
H: -4.66805 0.04080 0.09814
H: -5.05005 1.56080 -0.79786
H: -1.40505 1.97580 -0.10186
H: -2.67705 1.99980 -1.31186
H: -2.74405 -0.72620 -0.56486
H: -1.59205 -0.20420 0.63914
H: -1.11405 0.29580 -2.38786
H: -1.22205 -2.13020 -1.68286
H: 0.22095 -1.78520 -0.73086
H: 1.56895 -1.42020 -2.96486
H: 0.00795 -1.21620 -3.76486
H: 2.25995 -3.38120 -4.17186
H: 0.85595 -3.12520 -5.15386
H: 1.14595 -4.54520 -4.43986
C: 3.12095 -1.51320 1.36314
O: 2.06995 -2.42720 1.07714
C: 2.44295 -3.50620 0.27714
C: 1.29895 -4.56020 0.25314
N: 1.16695 -5.11120 -1.04986
C: 0.09095 -6.13120 -1.06886
C: -0.23805 -6.59420 -2.40886
O: -1.34905 -7.36420 -2.34886
C: -1.61605 -7.97420 -3.63586
H: 2.68495 -0.65220 1.89814
H: 3.56895 -1.20120 0.37914
H: 3.89195 -1.92220 1.98314
H: 3.26395 -3.87920 0.76314
H: 2.83595 -3.13220 -0.72486
H: 0.42195 -4.03420 0.70614
H: 1.67595 -5.34520 0.81814
H: 0.92295 -4.34520 -1.65586
H: -0.84205 -5.64920 -0.84486
H: 0.24695 -6.89720 -0.27486
H: 0.63395 -7.20420 -2.78786
H: -0.38305 -5.75120 -3.01886
H: -1.78605 -7.27520 -4.44586
H: -2.63205 -8.51120 -3.54286
H: -0.82405 -8.55320 -4.14886
O: 3.57595 2.21180 0.25114
C: 2.97495 1.51880 -0.79286
C: 1.97895 2.40180 -1.56986
O: 1.23595 1.58680 -2.39386
H: 2.90195 2.77580 0.68514
H: 3.80695 1.22380 -1.46586
H: 2.56595 0.60380 -0.50186
H: 2.51495 3.19580 -2.14986
H: 1.27395 2.71580 -0.87886
H: 0.60095 1.08580 -1.88786
O: -1.28605 3.99680 -2.85986
C: -0.99005 4.53880 -1.60086
C: -0.08905 5.63380 -2.16186
O: 0.34395 6.36980 -1.03886
H: -0.83505 3.14580 -2.93986
H: -1.80805 5.05480 -1.10186
H: -0.54005 3.72780 -0.94586
H: -0.56805 6.30680 -2.92286
H: 0.84495 5.12780 -2.52786
H: -0.00105 7.26780 -1.09886

HOMO energy in Eh: -0.312
ΔE to the lowest compared entry with this formula, charge and spin in kJ/mol: 374.07
Frontier orbital gap in hartree: 0.3358
Structure (SMILES): COCCNCCOC.COCCNCCOC.COCCNCCOC.OCCO.OCCO
Total charge: 0
LUMO energy in eV: 0.65
Molar mass in g mol⁻¹: 523.71

Here are the Mulliken charges for atoms 1 to 6, given in e:
1 C -0.961
2 O -0.199
3 C -0.472
4 C -0.796
5 N 0.252
6 C -0.808

=====

No. 4
Density functional theory data (ωB97M-V/def2-TZVPD) for a gas-phase ion, C7H7BrN5 (charge +1) at a distorted geometry.

Positions of all 20 atoms, in Å:
N: -0.90253 2.60714 4.53565
C: -0.55972 1.92177 3.68673
C: -0.13881 0.91671 2.80595
Br: -0.71604 -0.84049 3.81417
C: 1.39564 0.84416 2.33714
N: 1.24911 0.25499 1.05512
C: 0.02833 0.25564 0.57669
C: -0.29939 -0.25756 -0.69627
N: 0.59674 -0.98420 -1.42408
C: 0.04359 -1.38483 -2.49066
C: -1.28989 -0.72524 -2.57836
N: -1.41747 -0.05608 -1.49469
N: -0.75685 0.89247 1.49444
H: 1.73622 1.81100 2.34468
H: 1.82094 0.13342 3.03976
H: 1.89010 -0.40482 0.57565
H: 0.60304 -1.92514 -3.26271
H: -1.92492 -0.46712 -3.41729
H: -2.21910 0.50313 -1.28050
H: -1.76369 1.20054 1.62804

HOMO energy in Eh: -0.486
ΔE to the lowest compared entry with this formula, charge and spin in kJ/mol: 0.00
Frontier orbital gap in hartree: 0.3124
Structure (SMILES): N#C[C@]1(Br)CNC(c2ncc[nH]2)=[NH+]1
Total charge: +1
LUMO energy in eV: -4.73
Molar mass in g mol⁻¹: 241.07

Here are the Mulliken charges for atoms 1 to 6, given in e:
1 N -0.294
2 C 0.088
3 C 0.159
4 Br -0.072
5 C -0.600
6 N -0.044

=====

What did the fourth record say?
Density functional theory data (ωB97M-V/def2-TZVPD) for a gas-phase ion, C7H7BrN5 (charge +1) at a distorted geometry.

Positions of all 20 atoms, in Å:
N: -0.90253 2.60714 4.53565
C: -0.55972 1.92177 3.68673
C: -0.13881 0.91671 2.80595
Br: -0.71604 -0.84049 3.81417
C: 1.39564 0.84416 2.33714
N: 1.24911 0.25499 1.05512
C: 0.02833 0.25564 0.57669
C: -0.29939 -0.25756 -0.69627
N: 0.59674 -0.98420 -1.42408
C: 0.04359 -1.38483 -2.49066
C: -1.28989 -0.72524 -2.57836
N: -1.41747 -0.05608 -1.49469
N: -0.75685 0.89247 1.49444
H: 1.73622 1.81100 2.34468
H: 1.82094 0.13342 3.03976
H: 1.89010 -0.40482 0.57565
H: 0.60304 -1.92514 -3.26271
H: -1.92492 -0.46712 -3.41729
H: -2.21910 0.50313 -1.28050
H: -1.76369 1.20054 1.62804

HOMO energy in Eh: -0.486
ΔE to the lowest compared entry with this formula, charge and spin in kJ/mol: 0.00
Frontier orbital gap in hartree: 0.3124
Structure (SMILES): N#C[C@]1(Br)CNC(c2ncc[nH]2)=[NH+]1
Total charge: +1
LUMO energy in eV: -4.73
Molar mass in g mol⁻¹: 241.07

Here are the Mulliken charges for atoms 1 to 6, given in e:
1 N -0.294
2 C 0.088
3 C 0.159
4 Br -0.072
5 C -0.600
6 N -0.044

=====

Question: total charge of number 4 (C7H7BrN5)?
Answer: +1

=====

Question: Which of these has the lowest molar mass?
Answer: C5H6GaLiO4

=====

Question: What is the total charge in the second record?
Answer: +3